Record 1
Density functional theory data (ωB97M-V/def2-TZVPD) for one molecule with the formula C8H11N in a non-equilibrium geometry.

## Properties
ΔE to the lowest compared entry with this formula, charge and spin: 900.9 kJ/mol
Total charge: 0
HOMO-LUMO gap: 0.34931 Eh
SMILES: C=C1C[C@@H]2CCN3[C@@H]2[C@@H]13

```
20
Properties=species:S:1:pos:R:3:mulliken_charge:R:1
C -2.8070 -0.0084 -0.7198 -0.91
C -1.5675 0.0190 -0.2022 0.59
C -1.0121 1.1419 0.6297 -0.74
C 0.5764 0.8843 0.3233 -0.25
C 1.8878 1.1233 -0.3134 -0.62
C 1.8254 -0.4754 -0.7193 -0.68
N 0.8828 -1.2290 0.0240 -0.25
C 0.6097 -0.5018 1.0275 -0.39
C -0.6041 -1.1797 0.2501 -0.37
H -2.7901 -0.9501 -1.2361 0.31
H -3.5500 0.9711 -0.7320 0.23
H -1.6441 2.0015 0.3697 0.42
H -1.1577 1.2118 1.7588 0.24
H 0.4340 0.4070 -0.5946 0.47
H 2.0078 1.7000 -1.4554 0.23
H 3.0333 1.5404 0.1156 0.27
H 2.9256 -0.8178 -0.7241 0.31
H 1.4070 -0.3655 -1.7830 0.38
H 0.8845 -0.9662 1.9678 0.46
H -1.1817 -2.1491 0.4894 0.31
```

Record 2
Density functional theory data (ωB97M-V/def2-TZVPD) for a 10-piece molecular cluster, C25H56Cl6O10 overall in a non-equilibrium geometry.

## Properties
Total charge: 0
HOMO-LUMO gap: 0.35604 Eh
SMILES: C1CCOC1.C1CCOC1.C1CCOC1.C1CCOC1.ClCCl.ClCCl.ClCCl.OCCO.OCCO.OCCO

```
97
Properties=species:S:1:pos:R:3:mulliken_charge:R:1
C -16.4871 17.7430 -13.6969 -0.45
C -15.8540 17.0763 -12.5215 -0.58
C -14.5343 17.9417 -12.2048 -0.35
O -14.4806 18.8969 -13.3136 -0.41
C -15.2643 18.3845 -14.3416 -0.46
H -17.1162 18.5242 -13.2703 0.22
H -17.1264 17.1472 -14.3484 0.34
H -15.5964 16.0333 -12.7055 0.27
H -16.4479 17.0224 -11.6091 0.30
H -13.6929 17.2487 -12.2085 0.22
H -14.5841 18.5151 -11.2792 0.30
H -14.7000 17.6653 -14.9352 0.26
H -15.5313 19.1472 -15.0731 0.34
C -19.0649 9.1230 -13.5861 -0.58
C -19.1509 9.5876 -14.9902 -0.43
C -18.4663 10.9389 -14.7483 -0.45
O -17.2771 10.5069 -14.0700 -0.39
C -17.7017 9.5631 -13.1114 -0.38
H -19.2270 8.0500 -13.4835 0.32
H -19.8154 9.6194 -12.9710 0.25
H -20.1677 9.7094 -15.3634 0.30
H -18.5444 8.9763 -15.6585 0.27
H -19.0004 11.6279 -14.0940 0.28
H -18.1323 11.4334 -15.6605 0.28
H -17.6566 10.0702 -12.1477 0.27
H -17.0142 8.7209 -13.0332 0.26
C -9.1691 16.4682 -6.5093 -0.40
C -9.3523 17.5015 -7.5352 -0.42
C -8.0626 17.5614 -8.3250 -0.45
O -7.6236 16.1941 -8.2402 -0.40
C -7.8380 15.7828 -6.9084 -0.49
H -9.9335 15.6985 -6.6160 0.16
H -9.1265 16.8017 -5.4724 0.32
H -9.5769 18.4698 -7.0880 0.29
H -10.2225 17.1504 -8.0898 0.21
H -7.2783 18.2068 -7.9293 0.28
H -8.1810 17.9387 -9.3408 0.32
H -7.0131 16.1484 -6.2969 0.29
H -7.9792 14.7113 -6.7665 0.32
C -13.9027 1.2034 -9.2086 -0.47
C -13.1152 1.8699 -10.3072 -0.55
C -13.9040 3.0465 -10.8629 -0.32
O -15.1547 2.8732 -10.1670 -0.41
C -15.3151 1.5319 -9.6650 -0.40
H -13.6482 1.7136 -8.2796 0.22
H -13.7227 0.1455 -9.0171 0.34
H -13.0199 1.1835 -11.1485 0.25
H -12.1256 2.2473 -10.0496 0.33
H -13.9950 3.0499 -11.9491 0.22
H -13.4717 4.0085 -10.5878 0.23
H -15.7302 0.8823 -10.4356 0.27
H -15.9885 1.5534 -8.8082 0.27
Cl -12.1917 7.8303 -16.6332 -0.15
C -11.6195 9.3259 -15.8280 -0.20
Cl -9.9303 9.1380 -15.2409 -0.16
H -11.6258 10.2233 -16.4467 0.28
H -12.2071 9.4759 -14.9223 0.23
Cl -6.7584 15.6560 -14.8769 -0.14
C -7.8634 14.4981 -14.1105 -0.21
Cl -9.5806 14.8564 -14.4165 -0.15
H -7.7207 13.4982 -14.5204 0.23
H -7.6292 14.3675 -13.0540 0.27
Cl -5.5411 4.8052 -9.7825 -0.17
C -6.5545 6.3065 -9.9855 -0.22
Cl -5.8681 7.6858 -9.1459 -0.13
H -6.6333 6.4739 -11.0597 0.26
H -7.5386 6.0063 -9.6256 0.26
O -12.5419 8.6303 -4.3963 -0.52
C -13.3857 7.5911 -3.9995 -0.48
C -13.5123 6.4736 -5.0047 -0.29
O -14.3065 6.7943 -6.1367 -0.52
H -12.9565 9.1925 -5.0547 0.30
H -13.0113 7.2764 -3.0254 0.33
H -14.3716 7.9675 -3.7269 0.29
H -13.8209 5.5543 -4.5069 0.35
H -12.5280 6.2485 -5.4153 0.26
H -14.6633 5.9959 -6.5327 0.29
O -11.5538 9.6084 -9.4259 -0.52
C -11.0380 10.9242 -9.2391 -0.35
C -12.1796 11.8943 -9.2232 -0.37
O -12.9033 11.7015 -8.0231 -0.50
H -12.3101 9.5088 -8.8431 0.30
H -10.5117 10.9419 -8.2847 0.25
H -10.4114 11.1323 -10.1064 0.30
H -12.8607 11.6792 -10.0465 0.27
H -11.7438 12.8785 -9.3950 0.35
H -13.3007 12.5181 -7.7119 0.27
O -15.8481 15.7537 -5.7402 -0.52
C -17.2445 15.4241 -5.7245 -0.52
C -17.6225 14.7016 -4.4607 -0.23
O -17.6320 15.6460 -3.3921 -0.51
H -15.6531 16.6344 -5.4116 0.30
H -17.8606 16.3205 -5.7953 0.30
H -17.5030 14.7981 -6.5786 0.32
H -16.9926 13.8263 -4.3022 0.31
H -18.6761 14.4683 -4.6140 0.26
H -17.6367 15.1265 -2.5847 0.30
```

Record 3
Density functional theory data (ωB97M-V/def2-TZVPD) for C41H36BInN10P2S3 as an isolated structure.

## Properties
Expectation value of S²: 0.76
Total charge: +1
HOMO-LUMO gap (alpha / beta): 0.29927 / 0.23560 Eh
Spin multiplicity: 2

```
94
Properties=species:S:1:pos:R:3:lowdin_spin:R:1
In 0.4604 0.8785 -0.3492 0.02
C 4.8857 0.9664 -0.7903 0.00
C 3.6215 0.6969 -1.3233 0.00
N 2.6833 1.2104 -0.5434 0.00
N 3.2952 1.8171 0.4999 0.00
C 4.6295 1.6816 0.3608 0.00
B 2.5282 2.8182 1.4540 0.00
N 1.6970 3.7737 0.5428 0.00
C 1.6688 5.1167 0.4406 0.00
C 0.8042 5.4618 -0.5743 0.00
C 0.3185 4.2397 -1.0451 0.00
N 0.8457 3.2320 -0.3610 0.00
N 1.5325 2.0563 2.3621 0.00
C 1.2587 2.1539 3.6729 0.00
C 0.2032 1.3175 3.9682 0.00
C -0.1374 0.7371 2.7497 0.00
N 0.6606 1.1895 1.7934 0.00
N 3.5784 3.5677 2.2461 0.00
C 4.4412 4.4999 1.7600 0.00
C 5.3540 4.7818 2.7398 0.00
C 4.9757 3.9467 3.8120 0.00
N 3.9210 3.2119 3.5117 0.00
H 5.8455 0.6927 -1.1928 0.00
H 3.3447 0.1284 -2.1968 0.00
H 5.3076 2.1077 1.0818 0.00
H 2.2435 5.7386 1.1047 0.00
H 0.5476 6.4510 -0.9097 0.00
H -0.4061 4.0440 -1.8195 0.00
H 1.8490 2.7966 4.3040 0.00
H -0.2524 1.1544 4.9287 0.00
H -0.9099 0.0234 2.5095 0.00
H 4.3626 4.8674 0.7499 0.00
H 6.1698 5.4824 2.6957 0.00
H 5.4285 3.8568 4.7878 0.00
S 0.2942 -0.0742 -2.7759 0.11
P -0.8350 -1.5249 -1.9201 0.06
C -1.3483 -0.7973 -0.4108 0.59
P -2.7716 0.2510 -0.3819 0.06
S -1.9807 2.0888 -0.3361 0.09
C -3.6971 -0.1795 1.1023 0.01
C -3.3301 -1.2642 1.8917 0.01
C -4.0523 -1.5606 3.0418 0.00
C -5.1352 -0.7730 3.3988 0.00
C -5.5041 0.3116 2.6094 0.00
C -4.7884 0.6102 1.4630 0.00
C -3.9484 0.0961 -1.7428 0.00
C -4.9311 -0.8928 -1.7109 0.00
C -5.8127 -1.0281 -2.7717 0.00
C -5.7225 -0.1716 -3.8614 0.00
C -4.7482 0.8162 -3.8950 0.00
C -3.8583 0.9506 -2.8393 0.00
C -2.0864 -2.1468 -3.0661 0.00
C -2.8374 -3.2578 -2.6745 0.00
C -3.7522 -3.8165 -3.5482 0.00
C -3.9177 -3.2747 -4.8186 0.00
C -3.1757 -2.1717 -5.2085 0.00
C -2.2575 -1.6045 -4.3331 0.00
C 0.1140 -3.0059 -1.5372 0.01
C 1.0682 -3.4615 -2.4403 0.00
C 1.7319 -4.6531 -2.1961 0.00
C 1.4440 -5.3854 -1.0513 0.00
C 0.4989 -4.9257 -0.1443 0.00
C -0.1637 -3.7316 -0.3835 0.01
H -2.4773 -1.8714 1.6100 0.01
H -3.7666 -2.4033 3.6574 0.00
H -5.6955 -1.0011 4.2962 0.00
H -6.3490 0.9250 2.8925 0.00
H -5.0712 1.4585 0.8500 0.00
H -5.0102 -1.5549 -0.8566 0.00
H -6.5743 -1.7965 -2.7456 0.00
H -6.4192 -0.2722 -4.6839 0.00
H -4.6834 1.4865 -4.7421 0.00
H -3.0999 1.7217 -2.8551 0.00
H -2.6990 -3.6956 -1.6931 0.00
H -4.3322 -4.6779 -3.2438 0.00
H -4.6272 -3.7178 -5.5053 0.00
H -3.3075 -1.7490 -6.1959 0.00
H -1.6815 -0.7381 -4.6330 0.00
H 1.2936 -2.8836 -3.3293 0.00
H 2.4739 -5.0105 -2.8979 0.00
H 1.9639 -6.3157 -0.8619 0.00
H 0.2863 -5.4907 0.7537 0.00
H -0.8780 -3.3506 0.3376 0.01
S 2.2083 -1.7354 0.5239 0.00
C 3.3190 -1.2678 1.6878 0.00
N 4.6272 -1.6624 1.5218 0.00
C 5.6248 -1.3457 2.3682 0.00
C 5.3485 -0.5886 3.4583 0.00
C 3.9974 -0.2184 3.6219 0.00
N 3.0297 -0.5467 2.8021 0.00
H 4.8124 -2.1987 0.6841 0.00
H 6.6105 -1.7122 2.1175 0.00
H 6.1153 -0.3015 4.1596 0.00
H 3.7079 0.3927 4.4706 0.00
```

Question: Look up the total charge of the third one.
Answer: +1

Question: The highest total charge belongs to which entry?
Answer: C41H36BInN10P2S3

Question: Which of these has the highest total charge?
Answer: C41H36BInN10P2S3